This record from the Open Molecules 2025 dataset describes the molecule C9H15N3O6. The level of theory is wB97M-V/def2-TZVPD.

Output
**Gap between HOMO and LUMO**: 10.1550 eV
**E_LUMO**: 0.173 eV
**HOMO energy**: -9.9822 eV
**ΔE to the lowest compared entry with this formula, charge and spin**: 8.720 eV
**SMILES string**: NC(=O)C[C@H](NC(=O)[C@@H](N)CCC(=O)O)C(=O)O

ORCA input file:
```
! wB97M-V def2-TZVPD RIJCOSX def2/J DEFGRID3
* xyz 0 1
N 2.9990 -1.9427 1.2232
C 3.7767 -1.0692 0.4409
O 4.9713 -0.9097 0.2865
C 2.8609 -0.4380 -0.4021
C 1.8203 0.6119 0.0359
N 0.5713 0.5405 -0.5921
C -0.0274 -0.7181 -0.5590
O 0.4637 -1.7164 -0.0614
C -1.3612 -0.7115 -1.0625
N -1.8575 -2.1182 -1.2771
C -2.2553 -0.1818 0.2032
C -3.6530 -0.0334 -0.3822
C -4.8047 0.4148 0.6353
O -4.6630 0.2698 2.0016
O -5.9375 0.9868 -0.0921
C 2.4186 2.0488 -0.1164
O 1.5855 2.9986 -0.4182
O 3.7270 2.2497 0.2631
H 3.5405 -2.2766 2.1614
H 2.0189 -1.9370 1.1271
H 3.5889 -0.0986 -1.2953
H 2.2429 -1.1898 -1.0937
H 1.7608 0.3432 1.1079
H 0.0197 1.6270 -0.5480
H -1.4942 -0.3022 -2.0798
H -0.8351 -2.6197 -1.7258
H -1.9807 -2.5818 -0.1760
H -1.9281 0.7591 0.9295
H -2.4467 -1.2316 0.7310
H -3.8903 0.5572 -1.2321
H -4.2344 -0.9291 -0.7392
H -6.0053 0.8360 -0.9693
H 3.8291 3.1167 -0.2697
*
```